1.
{
  "formula": "C5H11NO",
  "method": "ωB97M-V/def2-TZVPD",
  "orbital_gap_ha": 0.389,
  "e_homo_ev": -9.47,
  "e_above_lowest_kj_mol": 192.5,
  "smiles": "C[C@H]1CN1CCO",
  "e_lumo_ev": 1.122,
  "energy_ha": -327.05801,
  "species": ["C", "C", "C", "N", "C", "C", "O", "H", "H", "H", "H", "H", "H", "H", "H", "H", "H", "H"],
  "xyz": [[-0.969, -1.871, 1.209], [-1.038, -0.719, 0.238], [-1.389, 0.641, 0.704], [-0.029, 0.333, 0.293], [0.375, 0.936, -0.978], [1.854, 0.668, -1.216], [2.614, 1.145, -0.132], [-0.400, -2.715, 0.807], [-1.983, -2.222, 1.435], [-0.501, -1.553, 2.146], [-1.373, -0.981, -0.768], [-1.526, 0.821, 1.769], [-1.978, 1.282, 0.049], [-0.235, 0.577, -1.824], [0.233, 2.020, -0.895], [2.020, -0.410, -1.382], [2.190, 1.200, -2.113], [2.133, 0.846, 0.656]]
}

=====

2.
{
  "formula": "C33H60As2GeMnNO12S2",
  "method": "ωB97M-V/def2-TZVPD",
  "orbital_gap_ha": [0.215, 0.229],
  "charge": 3,
  "e_homo_ev": [-16.48, -16.57],
  "multiplicity": 6,
  "e_lumo_ev": [-10.616, -10.325],
  "energy_ha": -10746.01710,
  "species": ["Mn", "C", "C", "C", "C", "O", "Ge", "O", "C", "C", "C", "C", "O", "C", "C", "C", "C", "H", "H", "H", "H", "H", "H", "H", "H", "H", "H", "H", "H", "H", "H", "H", "H", "H", "H", "H", "H", "H", "H", "H", "H", "H", "H", "H", "C", "C", "O", "C", "C", "H", "H", "H", "H", "H", "H", "H", "H", "H", "H", "C", "O", "C", "O", "C", "C", "As", "C", "C", "C", "As", "C", "C", "O", "O", "C", "C", "O", "O", "C", "C", "O", "O", "C", "H", "H", "H", "H", "H", "H", "H", "H", "H", "H", "H", "H", "H", "H", "H", "H", "H", "H", "S", "C", "N", "C", "C", "S", "H", "H", "H", "H", "H"],
  "xyz": [[-0.050, -0.297, 0.202], [-0.918, -3.934, 0.919], [0.184, -3.377, 1.809], [1.349, -4.352, 1.883], [-0.364, -3.091, 3.197], [0.641, -2.104, 1.237], [2.185, -1.963, 0.211], [0.812, -1.303, -1.220], [0.861, -1.683, -2.645], [-0.314, -2.564, -3.007], [2.159, -2.461, -2.838], [0.859, -0.422, -3.489], [1.881, -0.016, 0.557], [2.951, 0.954, 0.283], [2.619, 2.294, 0.932], [3.059, 1.126, -1.225], [4.239, 0.396, 0.868], [-1.192, -4.938, 1.245], [-1.798, -3.292, 0.998], [-0.586, -3.985, -0.119], [1.036, -5.248, 2.419], [1.689, -4.672, 0.894], [2.191, -3.923, 2.431], [-0.964, -3.933, 3.542], [0.438, -2.938, 3.918], [-1.000, -2.204, 3.173], [-0.386, -3.434, -2.354], [-1.227, -1.981, -2.982], [-0.188, -2.917, -4.032], [2.169, -3.385, -2.254], [2.250, -2.739, -3.888], [3.035, -1.863, -2.581], [-0.108, 0.076, -3.439], [1.638, 0.263, -3.162], [1.055, -0.669, -4.533], [1.574, 2.563, 0.760], [2.808, 2.292, 2.004], [3.252, 3.069, 0.496], [2.090, 1.426, -1.636], [3.802, 1.888, -1.466], [3.365, 0.199, -1.712], [4.113, 0.157, 1.925], [4.586, -0.491, 0.337], [5.027, 1.147, 0.789], [0.277, -0.060, 4.330], [0.403, 0.754, 3.065], [-0.692, 0.513, 2.103], [-1.878, 1.220, 2.634], [-3.218, 0.552, 2.465], [1.065, 0.258, 5.014], [0.420, -1.117, 4.122], [-0.669, 0.070, 4.852], [1.306, 0.476, 2.551], [0.414, 1.829, 3.259], [-1.853, 2.225, 2.214], [-1.690, 1.305, 3.700], [-3.645, 0.664, 1.475], [-3.899, 1.043, 3.163], [-3.184, -0.503, 2.736], [-1.803, 5.093, 3.106], [-1.011, 4.519, 2.027], [-0.939, 5.252, 0.923], [-1.499, 6.284, 0.704], [-0.149, 4.578, -0.172], [1.025, 5.073, -0.574], [1.875, 4.731, -2.258], [2.103, 6.403, -3.208], [0.669, 3.635, -3.268], [-0.489, 3.189, -2.771], [-0.948, 2.951, -0.894], [-2.836, 3.424, -0.883], [-1.564, 2.593, -3.642], [-2.061, 1.524, -3.373], [-1.959, 3.435, -4.564], [-2.976, 2.955, -5.482], [1.075, 3.279, -4.678], [0.506, 2.443, -5.322], [2.140, 3.970, -5.059], [2.652, 3.674, -6.391], [1.891, 6.052, 0.165], [2.960, 6.353, -0.316], [1.417, 6.438, 1.321], [2.231, 7.401, 2.055], [-2.051, 4.267, 3.763], [-2.698, 5.560, 2.704], [-1.201, 5.830, 3.630], [2.824, 7.004, -2.665], [1.118, 6.873, -3.216], [2.433, 6.173, -4.215], [-3.016, 4.379, -1.373], [-3.152, 3.477, 0.158], [-3.378, 2.624, -1.381], [-3.048, 3.717, -6.250], [-3.921, 2.849, -4.955], [-2.661, 2.004, -5.904], [3.597, 4.200, -6.460], [1.947, 4.038, -7.133], [2.788, 2.601, -6.497], [1.738, 7.518, 3.012], [2.250, 8.340, 1.509], [3.239, 7.011, 2.172], [-2.395, -0.682, -0.264], [-3.075, -1.545, -1.618], [-3.258, -2.835, -1.572], [-4.020, -3.465, -2.657], [-4.434, -2.341, -3.624], [-3.769, -0.769, -2.963], [-2.902, -3.370, -0.790], [-4.885, -3.970, -2.230], [-3.392, -4.208, -3.146], [-5.514, -2.245, -3.700], [-4.024, -2.486, -4.619]]
}

=====

3.
{
  "formula": "C8H24BN4O5",
  "method": "ωB97M-V/def2-TZVPD",
  "orbital_gap_ha": 0.247,
  "charge": 1,
  "e_homo_ev": -10.65,
  "e_above_lowest_kj_mol": 0.0,
  "e_lumo_ev": -3.932,
  "energy_ha": -939.06153,
  "species": ["C", "O", "B", "O", "N", "C", "N", "N", "O", "H", "H", "H", "H", "H", "H", "H", "H", "H", "C", "O", "C", "C", "N", "C", "C", "O", "C", "H", "H", "H", "H", "H", "H", "H", "H", "H", "H", "H", "H", "H", "H", "H"],
  "xyz": [[5.882, -3.145, 0.554], [5.607, -2.513, -0.715], [4.665, -1.566, -0.851], [4.845, -0.223, -0.848], [3.232, -1.993, -1.110], [2.174, -1.585, -0.459], [0.959, -2.038, -0.712], [2.266, -0.596, 0.540], [2.760, -1.275, 1.709], [6.966, -3.235, 0.635], [5.419, -4.132, 0.583], [5.518, -2.543, 1.393], [5.735, 0.044, -0.573], [3.077, -2.658, -1.862], [0.910, -3.029, -0.930], [0.317, -1.818, 0.045], [2.865, 0.174, 0.263], [3.409, -0.673, 2.103], [-0.327, 0.994, -1.521], [-0.819, 0.334, -0.372], [-0.742, 1.106, 0.828], [-2.111, 1.506, 1.323], [-2.720, 2.484, 0.439], [-4.110, 2.811, 0.745], [-5.149, 1.707, 0.610], [-5.356, 1.273, -0.718], [-4.499, 0.254, -1.179], [-0.329, 0.271, -2.335], [-0.947, 1.846, -1.810], [0.698, 1.355, -1.367], [-0.121, 1.991, 0.666], [-0.258, 0.486, 1.589], [-2.001, 1.950, 2.317], [-2.710, 0.589, 1.435], [-2.668, 2.145, -0.514], [-4.405, 3.626, 0.082], [-4.152, 3.202, 1.766], [-6.104, 2.119, 0.944], [-4.930, 0.848, 1.257], [-4.199, -0.415, -0.365], [-3.597, 0.650, -1.660], [-5.047, -0.325, -1.922]]
}

=====

4.
{
  "formula": "C7H11IS",
  "method": "ωB97M-V/def2-TZVPD",
  "orbital_gap_ha": 0.313,
  "e_homo_ev": -8.11,
  "e_above_lowest_kj_mol": 0.0,
  "smiles": "CC1=C(I)[C@@H](C)[C@H](C)S1",
  "e_lumo_ev": 0.403,
  "energy_ha": -969.13413,
  "species": ["C", "C", "C", "I", "C", "C", "C", "C", "S", "H", "H", "H", "H", "H", "H", "H", "H", "H", "H", "H"],
  "xyz": [[-1.207, -2.872, 0.269], [-0.628, -1.491, 0.235], [-1.235, -0.311, 0.237], [-3.302, 0.116, -0.063], [-0.229, 0.940, -0.038], [-0.243, 1.967, 1.272], [1.260, 0.391, -0.170], [1.806, 0.818, -1.496], [1.192, -1.373, 0.226], [-0.478, -3.500, -0.419], [-2.139, -2.871, -0.147], [-1.168, -3.331, 1.190], [-0.560, 1.560, -0.897], [0.278, 2.944, 1.017], [0.163, 1.286, 2.002], [-1.236, 2.309, 1.320], [1.742, 0.746, 0.755], [0.969, 0.714, -2.243], [2.784, 0.132, -1.664], [2.232, 1.827, -1.386]]
}

=====

5.
{
  "formula": "C2H22NO7",
  "method": "ωB97M-V/def2-TZVPD",
  "orbital_gap_ha": 0.404,
  "charge": 1,
  "e_homo_ev": -13.90,
  "e_above_lowest_kj_mol": 193.2,
  "e_lumo_ev": -2.917,
  "energy_ha": -670.55264,
  "species": ["C", "C", "N", "H", "H", "H", "H", "H", "H", "H", "H", "H", "H", "O", "H", "H", "O", "H", "H", "O", "H", "H", "O", "H", "H", "O", "H", "H", "O", "H", "H", "O"],
  "xyz": [[-0.568, 1.021, -2.671], [-0.396, -0.155, -1.680], [0.068, 0.681, -0.340], [-0.763, 0.667, -3.729], [-1.310, 1.882, -2.351], [0.431, 1.643, -2.724], [-1.372, -0.535, -1.360], [0.344, -0.890, -2.103], [1.114, 0.707, -0.236], [-0.076, -0.017, 0.420], [-0.449, 1.546, -0.359], [-1.467, 4.230, -0.481], [-2.314, 3.010, -0.260], [-1.523, 3.250, -0.497], [1.146, -1.916, 1.479], [1.760, -2.086, 2.768], [1.986, -1.797, 1.853], [2.921, 1.707, -0.188], [3.351, 2.736, -1.143], [2.563, 2.373, -0.832], [-0.738, -4.259, 1.294], [-0.364, -4.410, -0.217], [-0.748, -3.834, 0.454], [-2.938, -0.328, 0.816], [-3.692, -0.821, -0.353], [-2.894, -0.303, -0.118], [2.888, 1.058, 2.764], [2.624, -0.268, 2.124], [2.938, 0.693, 1.962], [-0.665, -2.239, 1.194], [-1.243, -1.807, 2.614], [-0.614, -1.539, 1.901]]
}

=====

6.
{
  "formula": "C2H14O5",
  "method": "ωB97M-V/def2-TZVPD",
  "orbital_gap_ha": 0.372,
  "e_homo_ev": -9.54,
  "e_above_lowest_kj_mol": 242.7,
  "smiles": "C=C.O.O.O.O.O",
  "e_lumo_ev": 0.591,
  "energy_ha": -460.71311,
  "species": ["C", "C", "H", "H", "H", "H", "O", "H", "H", "O", "H", "H", "O", "H", "H", "O", "H", "H", "O", "H", "H"],
  "xyz": [[0.453, -1.789, -2.607], [0.230, -0.568, -3.266], [0.104, -2.833, -2.812], [0.844, -1.738, -1.574], [-0.444, -0.324, -4.123], [1.059, 0.027, -3.027], [-2.791, -0.919, 0.555], [-1.884, -0.904, 0.135], [-3.348, -1.572, 0.137], [0.389, 1.757, -0.739], [-0.213, 1.199, -1.272], [0.778, 0.944, -0.266], [0.842, -1.189, 0.684], [1.782, -1.043, 0.504], [0.769, -1.082, 1.666], [1.247, 0.216, 2.991], [1.653, 0.442, 3.848], [1.016, 1.069, 2.572], [-0.515, 2.467, 2.312], [-0.529, 3.250, 1.777], [-1.443, 2.588, 2.506]]
}